# 1
A structure of composition C3H4O3V. Source: the OMol25 dataset; level of theory: ωB97M-V/def2-TZVPD.

XYZ file:
```
11
Properties=species:S:1:pos:R:3:lowdin_spin:R:1
V 0.591 -0.421 1.436 2.420
O 1.474 -1.277 -2.108 0.007
O 0.889 -1.758 0.007 0.026
O 0.967 0.334 -0.710 0.113
C 1.081 -0.914 -0.900 0.038
C -0.215 1.276 0.704 0.447
C -1.506 0.781 1.083 -0.091
H -2.132 0.278 0.329 0.006
H -2.007 1.329 1.897 0.013
H -0.053 2.362 0.696 0.018
H 0.911 -1.991 -2.433 0.003
```

Properties
<S²>: 3.95
E in Ha: -1286.24142
LUMO (alpha / beta) in eV: -0.458 / -0.561
Multiplicity: 4
Kohn-Sham gap (alpha / beta) in eV: 5.962 / 6.363

# 2
A cluster of 2 separate species, C3H4O4 in total. Source: the OMol25 dataset; level of theory: ωB97M-V/def2-TZVPD.

XYZ file:
```
11
Properties=species:S:1:pos:R:3:nbo_charge:R:1
O -1.039 1.241 -0.183 -0.456
O 0.227 -0.016 -1.447 -0.454
O -1.479 1.119 -2.393 -0.563
O -0.041 -1.877 0.954 -0.964
C -0.068 0.694 0.650 -0.148
C 0.764 -0.080 -0.162 0.207
C -0.799 0.851 -1.445 0.948
H 0.254 1.331 1.471 0.235
H 0.857 -2.109 1.212 0.476
H 1.837 -0.236 -0.086 0.227
H -0.512 -0.918 1.429 0.493
```

Properties
E in Ha: -417.57355
SMILES string: O=c1occo1.O
LUMO in eV: 0.085
Kohn-Sham gap in eV: 9.193

# 3
An isolated molecule of C3H4O4. Source: the OMol25 dataset; level of theory: ωB97M-V/def2-TZVPD.

XYZ file:
```
11
Properties=species:S:1:pos:R:3:nbo_charge:R:1
O 1.179 -1.201 -0.763 -0.661
O -0.390 1.653 0.692 -0.676
O -0.889 -0.640 1.110 -0.460
O 2.022 0.745 -0.037 -0.590
C -1.486 -0.384 -0.129 -0.107
C 1.095 -0.011 -0.186 0.752
C -0.287 0.338 0.312 0.350
H 0.490 1.950 0.961 0.499
H 2.099 -1.392 -1.019 0.506
H -1.392 -1.180 -0.858 0.191
H -2.441 0.123 -0.082 0.196
```

Properties
E in Ha: -417.65211
SMILES string: O=C(O)[C@@]1(O)CO1
LUMO in eV: 0.555
Kohn-Sham gap in eV: 11.203

# 4
A structure of composition C3H4O4Sc. Source: the OMol25 dataset; level of theory: ωB97M-V/def2-TZVPD.

XYZ file:
```
12
Properties=species:S:1:pos:R:3:lowdin_spin:R:1
Sc -1.317 -2.638 -0.963 1.809
O 2.614 2.861 1.862 -0.220
O 0.397 -1.026 -0.443 0.084
O -1.522 -0.998 0.655 0.074
O 0.035 0.466 1.209 0.002
C -0.365 -0.563 0.437 0.022
C 1.321 1.017 0.966 -0.096
C 1.556 2.115 1.955 -0.590
H 2.101 0.246 1.068 -0.015
H 1.373 1.403 -0.067 -0.022
H 0.690 2.560 2.465 -0.033
H 3.683 2.467 1.410 -0.015
```

Properties
<S²>: 1.75
E in Ha: -1178.24769
LUMO (alpha / beta) in eV: -0.079 / 0.113
Multiplicity: 2
Kohn-Sham gap (alpha / beta) in eV: 6.133 / 6.819

# 5
An isolated molecule of C3H4O5. Source: the OMol25 dataset; level of theory: ωB97M-V/def2-TZVPD.

XYZ file:
```
12
Properties=species:S:1:pos:R:3:nbo_charge:R:1
O -1.991 -0.025 0.776 -0.703
O 1.794 1.542 0.206 -0.660
O -0.464 1.187 -0.446 -0.513
O -0.489 -1.110 -0.489 -0.534
O 1.675 -1.569 0.350 -0.644
C 0.826 -0.659 -0.120 0.390
C -1.317 0.033 -0.372 0.623
C 0.780 0.671 -0.113 0.401
H 1.514 2.380 -0.185 0.488
H -1.544 -0.262 1.537 0.489
H 1.247 -2.390 0.109 0.494
H -2.031 0.202 -1.253 0.169
```

Properties
E in Ha: -492.85472
SMILES string: OC1=C(O)OC(O)O1
LUMO in eV: 0.616
Kohn-Sham gap in eV: 8.487

# 6
A cluster of 2 separate species, C3H4OS in total. Source: the OMol25 dataset; level of theory: ωB97M-V/def2-TZVPD.

XYZ file:
```
9
Properties=species:S:1:pos:R:3:nbo_charge:R:1
S 3.236 0.814 0.046 0.306
O 3.338 -0.745 -0.338 -0.797
C -1.507 0.676 0.334 -0.059
C -2.164 1.481 -0.341 -0.185
C -0.593 -0.046 0.994 -0.381
H 2.579 -0.933 -0.991 0.494
H -0.485 0.019 1.986 0.200
H -0.006 -0.796 0.508 0.200
H -2.499 1.834 -1.245 0.222
```

Properties
E in Ha: -589.93277
LUMO (alpha / beta) in eV: -0.687 / -1.466
Kohn-Sham gap (alpha / beta) in eV: 8.702 / 6.863

# 7
An isolated molecule of C3H4OS. Source: the OMol25 dataset; level of theory: ωB97M-V/def2-TZVPD.

XYZ file:
```
9
Properties=species:S:1:pos:R:3:nbo_charge:R:1
S 0.010 -0.954 -0.010 0.287
O -1.895 1.054 -0.056 -0.550
C 1.040 0.527 0.147 -0.336
C 2.329 0.492 -0.049 -0.382
C -1.501 -0.120 0.009 0.179
H -2.388 -0.749 0.134 0.151
H 2.735 -0.476 -0.169 0.187
H 0.400 1.430 0.086 0.248
H 3.053 1.252 -0.082 0.216
```

Properties
E in Ha: -590.08059
SMILES string: C=CSC=O
LUMO in eV: 0.740
Kohn-Sham gap in eV: 10.279

# 8
An isolated molecule of C3H4OS. Source: the OMol25 dataset; level of theory: ωB97M-V/def2-TZVPD.

XYZ file:
```
9
Properties=species:S:1:pos:R:3:nbo_charge:R:1
S -0.964 -0.634 -0.599 1.209
O -1.917 -1.012 0.594 -0.910
C -0.198 2.157 0.120 -0.170
C 0.760 -1.138 -0.206 -0.806
C -0.539 1.069 -0.266 -0.298
H 1.098 -2.010 -0.729 0.236
H -0.245 2.982 0.665 0.220
H 0.707 -1.257 0.954 0.263
H 1.297 -0.158 -0.533 0.256
```

Properties
E in Ha: -589.98491
LUMO in eV: 0.662
Kohn-Sham gap in eV: 10.272

# 9
An isolated molecule of C3H4OS. Source: the OMol25 dataset; level of theory: ωB97M-V/def2-TZVPD.

XYZ file:
```
9
Properties=species:S:1:pos:R:3:nbo_charge:R:1
S 1.175 0.289 0.571 0.138
O -0.632 0.738 -1.829 -0.458
C 2.641 0.825 1.004 -0.412
C -0.536 0.274 -0.768 0.569
C -1.286 -0.732 0.017 -0.790
H -0.957 -0.398 0.992 0.257
H 3.092 1.629 0.338 0.153
H -2.375 -0.827 -0.081 0.263
H -1.122 -1.797 -0.243 0.279
```

Properties
E in Ha: -589.96295
LUMO in eV: -0.459
Kohn-Sham gap in eV: 7.433

# 10
A cluster of 2 separate species, C3H4OS in total. Source: the OMol25 dataset; level of theory: ωB97M-V/def2-TZVPD.

XYZ file:
```
9
Properties=species:S:1:pos:R:3:nbo_charge:R:1
S 0.773 -3.589 -2.257 0.625
O 1.020 -2.725 -3.622 -0.827
C -0.513 0.713 1.009 -0.679
C -0.407 -0.450 0.123 -0.223
C -0.041 -1.446 -0.433 -0.109
H -1.463 1.186 0.655 0.236
H 1.722 -2.083 -3.758 0.511
H 0.285 1.392 0.948 0.227
H -0.414 0.285 1.980 0.239
```

Properties
E in Ha: -589.87135
LUMO (alpha / beta) in eV: -2.881 / -2.885
Kohn-Sham gap (alpha / beta) in eV: 6.480 / 6.472

# 11
A cluster of 2 separate species, C3H4OS in total. Source: the OMol25 dataset; level of theory: ωB97M-V/def2-TZVPD.

XYZ file:
```
9
Properties=species:S:1:pos:R:3:nbo_charge:R:1
S -3.477 0.003 0.028 0.308
O -0.563 -0.620 -0.268 -0.573
C 0.647 -0.074 -0.188 0.130
C -2.104 0.712 -0.069 -0.074
C 1.792 -0.737 0.110 -0.531
H 0.838 0.946 -0.364 0.149
H 1.899 -1.717 0.437 0.191
H -1.847 1.706 0.140 0.203
H 2.814 -0.219 0.174 0.195
```

Properties
E in Ha: -589.97148
LUMO (alpha / beta) in eV: -1.352 / -1.353
Kohn-Sham gap (alpha / beta) in eV: 6.756 / 6.755

# 12
An isolated molecule of C3H4OS. Source: the OMol25 dataset; level of theory: ωB97M-V/def2-TZVPD.

XYZ file:
```
9
Properties=species:S:1:pos:R:3:lowdin_spin:R:1
S 0.778 1.142 -1.539 0.927
O -0.449 -1.705 -0.555 0.020
C -0.692 -0.664 0.320 0.033
C 0.221 0.453 0.031 0.338
C 0.905 1.507 0.291 0.571
H 1.457 1.874 1.134 0.071
H -1.592 -0.255 0.111 0.011
H 0.037 -1.298 -1.241 0.015
H -0.665 -1.054 1.448 0.013
```

Properties
<S²>: 2.01
E in Ha: -589.90721
LUMO (alpha / beta) in eV: 0.773 / -1.789
Multiplicity: 3
Kohn-Sham gap (alpha / beta) in eV: 6.153 / 8.959